{"formula": "C60H136O30", "method": "ωB97M-V with the def2-TZVPD basis set", "smiles": "CCOC(C)=O.CCOC(C)=O.CCOC(C)=O.COCCOCCOC.COCCOCCOC.COCCOCCOC.COCCOCCOC.COCCOCCOC.COCCOCCOC.COCCOCCOC.COCCOCCOC", "largest_force_ha_per_bohr": 0.0598, "homo_energy_ev": -9.17, "homo_lumo_gap_ev": 9.77, "symbols": ["C", "C", "O", "C", "C", "O", "H", "H", "H", "H", "H", "H", "H", "H", "C", "C", "O", "C", "C", "O", "H", "H", "H", "H", "H", "H", "H", "H", "C", "C", "O", "C", "C", "O", "H", "H", "H", "H", "H", "H", "H", "H", "C", "O", "C", "C", "O", "C", "C", "O", "C", "H", "H", "H", "H", "H", "H", "H", "H", "H", "H", "H", "H", "H", "H", "C", "O", "C", "C", "O", "C", "C", "O", "C", "H", "H", "H", "H", "H", "H", "H", "H", "H", "H", "H", "H", "H", "H", "C", "O", "C", "C", "O", "C", "C", "O", "C", "H", "H", "H", "H", "H", "H", "H", "H", "H", "H", "H", "H", "H", "H", "C", "O", "C", "C", "O", "C", "C", "O", "C", "H", "H", "H", "H", "H", "H", "H", "H", "H", "H", "H", "H", "H", "H", "C", "O", "C", "C", "O", "C", "C", "O", "C", "H", "H", "H", "H", "H", "H", "H", "H", "H", "H", "H", "H", "H", "H", "C", "O", "C", "C", "O", "C", "C", "O", "C", "H", "H", "H", "H", "H", "H", "H", "H", "H", "H", "H", "H", "H", "H", "C", "O", "C", "C", "O", "C", "C", "O", "C", "H", "H", "H", "H", "H", "H", "H", "H", "H", "H", "H", "H", "H", "H", "C", "O", "C", "C", "O", "C", "C", "O", "C", "H", "H", "H", "H", "H", "H", "H", "H", "H", "H", "H", "H", "H", "H"], "xyz": [[3.2394, -2.0706, 0.5463], [2.6574, -1.1432, -0.6048], [1.2383, -1.2089, -0.5320], [0.4126, -0.5809, -1.4308], [-1.0040, -0.6209, -1.0017], [0.7208, -0.0829, -2.4947], [2.9890, -3.1255, 0.4332], [2.9439, -1.6895, 1.5239], [4.3291, -2.0467, 0.5359], [2.9846, -0.1216, -0.4114], [2.9202, -1.5440, -1.5838], [-1.1637, -1.6936, -0.8922], [-1.6619, -0.1750, -1.7477], [-1.0637, -0.1202, -0.0354], [3.6457, -0.7504, -6.1218], [3.8509, -0.1613, -4.7347], [4.7222, -0.9954, -3.9637], [5.4628, -0.5817, -2.9221], [6.4650, -1.6250, -2.4125], [5.4153, 0.4995, -2.3721], [4.4850, -0.3852, -6.7136], [2.7474, -0.3467, -6.5890], [3.5745, -1.8380, -6.1091], [4.2487, 0.8500, -4.8193], [2.9144, -0.0842, -4.1823], [7.3688, -1.5548, -3.0178], [5.9749, -2.5903, -2.2861], [6.7504, -1.3119, -1.4082], [0.8687, 2.2574, -7.9764], [0.8250, 3.6289, -7.2519], [0.9278, 3.4081, -5.8875], [2.1128, 3.2439, -5.2785], [1.8813, 2.9704, -3.8119], [3.2601, 3.3876, -5.7300], [1.7588, 1.6349, -7.8854], [0.7348, 2.4439, -9.0420], [0.0241, 1.7080, -7.5607], [1.5705, 4.3206, -7.6441], [-0.1431, 4.1002, -7.4214], [0.8283, 2.7808, -3.6038], [2.1382, 3.8737, -3.2586], [2.4794, 2.1424, -3.4316], [-9.8716, -2.9702, -0.1196], [-9.7183, -2.4539, -1.4148], [-10.1871, -1.0927, -1.4802], [-9.6801, -0.3066, -2.7366], [-8.2584, -0.2956, -2.6799], [-7.7216, 0.7195, -3.5254], [-6.1494, 0.7061, -3.5425], [-5.6001, 0.8279, -2.2370], [-4.1893, 0.9894, -2.2684], [-9.6486, -4.0371, -0.1077], [-10.8800, -2.8553, 0.2778], [-9.2192, -2.4914, 0.6106], [-9.9149, -0.4626, -0.6335], [-11.2753, -1.1465, -1.5132], [-10.1187, 0.6824, -2.8689], [-9.9770, -0.9164, -3.5899], [-8.0672, 1.6677, -3.1136], [-8.1457, 0.7411, -4.5293], [-5.7904, 1.5056, -4.1907], [-5.7929, -0.0780, -4.2105], [-3.7232, 1.0203, -1.2836], [-3.9965, 1.9354, -2.7744], [-3.7610, 0.1179, -2.7636], [4.0353, 2.9512, -0.5553], [3.9626, 3.2617, 0.8126], [2.5648, 3.3143, 1.2527], [2.4235, 3.7686, 2.7577], [2.9409, 2.7816, 3.6393], [4.2910, 2.9773, 3.9576], [4.5936, 1.8764, 4.9583], [3.8904, 2.0230, 6.1513], [3.9703, 0.8698, 7.0169], [3.5083, 3.6996, -1.1470], [3.6503, 1.9539, -0.7683], [5.0884, 2.9798, -0.8352], [2.1165, 2.3455, 1.0323], [2.1137, 4.1419, 0.7052], [1.3854, 3.7338, 3.0882], [2.6173, 4.8103, 3.0135], [4.4579, 3.9765, 4.3600], [4.9397, 2.9884, 3.0817], [5.6738, 1.8431, 5.1006], [4.3686, 0.8786, 4.5817], [3.4530, 1.3161, 7.8662], [5.0132, 0.6526, 7.2477], [3.3685, 0.0093, 6.7245], [3.8169, -3.8548, 3.9126], [4.2818, -3.8153, 5.2800], [3.3867, -3.2270, 6.2037], [4.0974, -3.1215, 7.5244], [5.0878, -2.0950, 7.5443], [5.8724, -2.0787, 8.7461], [5.1540, -1.6700, 10.0911], [4.3075, -2.6668, 10.6632], [3.5610, -2.3021, 11.7962], [3.2931, -2.9484, 3.6089], [3.1577, -4.7124, 3.7782], [4.7209, -4.0629, 3.3403], [2.5602, -3.9184, 6.3678], [3.0694, -2.2465, 5.8487], [4.5663, -4.0440, 7.8670], [3.2572, -2.8344, 8.1565], [6.7402, -1.4325, 8.6138], [6.3511, -3.0578, 8.7643], [4.6825, -0.7382, 9.7789], [5.9289, -1.3545, 10.7897], [4.2555, -2.0801, 12.6065], [2.9992, -3.1860, 12.0982], [2.8528, -1.5010, 11.5847], [-2.2579, 0.7360, -5.5568], [-3.0977, 1.7789, -5.9900], [-3.5357, 1.6709, -7.3363], [-4.4453, 2.8658, -7.7224], [-5.5869, 2.9731, -6.9148], [-6.5517, 3.9441, -7.3480], [-7.6646, 4.0760, -6.2364], [-8.5799, 2.9860, -6.3825], [-9.6818, 3.2009, -5.5254], [-2.3851, -0.1907, -6.1164], [-2.4486, 0.4759, -4.5157], [-1.2080, 1.0206, -5.6261], [-4.1069, 0.7434, -7.3745], [-2.6707, 1.5810, -7.9934], [-4.6892, 2.7671, -8.7802], [-3.8850, 3.7951, -7.6199], [-6.9843, 3.7006, -8.3184], [-6.0751, 4.9182, -7.4587], [-8.1409, 5.0349, -6.4408], [-7.2549, 4.1420, -5.2285], [-9.3606, 2.8343, -4.5504], [-10.3962, 2.4854, -5.9327], [-10.2059, 4.1513, -5.4238], [9.0785, -0.8790, 5.9561], [8.2724, -1.3680, 4.8739], [6.8901, -0.9756, 4.8734], [6.3455, -1.0202, 3.4559], [6.8143, 0.1143, 2.7526], [6.5043, 0.0648, 1.3470], [7.0812, 1.3628, 0.7497], [8.4718, 1.2728, 0.4467], [8.9934, 2.4492, -0.2185], [10.0885, -1.2775, 5.8602], [8.7056, -1.3563, 6.8623], [9.1087, 0.2065, 6.0505], [6.7712, 0.0623, 5.1845], [6.2998, -1.5851, 5.5576], [5.2598, -0.9795, 3.3681], [6.6895, -1.8940, 2.9025], [5.4198, 0.0998, 1.2432], [6.8098, -0.8356, 0.8141], [7.0158, 2.2066, 1.4366], [6.4655, 1.6669, -0.0968], [8.6463, 2.5223, -1.2492], [10.0824, 2.4294, -0.1759], [8.5423, 3.3300, 0.2384], [-6.2397, -5.3194, 0.1882], [-5.8446, -4.1421, -0.5501], [-6.6752, -3.9409, -1.7116], [-6.1657, -2.7085, -2.4329], [-5.0674, -2.9605, -3.3561], [-3.8561, -3.1413, -2.6968], [-2.6624, -3.0309, -3.6472], [-1.4229, -3.2839, -2.9219], [-0.2277, -3.2460, -3.6645], [-6.5089, -6.2044, -0.3883], [-7.0521, -4.9712, 0.8262], [-5.4481, -5.5372, 0.9051], [-7.7254, -3.9230, -1.4203], [-6.6287, -4.7875, -2.3967], [-6.0177, -1.8650, -1.7585], [-7.0180, -2.5686, -3.0978], [-3.8950, -4.1670, -2.3298], [-3.8010, -2.4014, -1.8983], [-2.6535, -2.0677, -4.1573], [-2.7997, -3.7570, -4.4485], [-0.2199, -2.4651, -4.4250], [-0.2234, -4.2341, -4.1247], [0.5198, -3.0825, -2.8882], [1.2895, 0.1844, 3.4239], [0.4618, -0.8863, 3.1584], [-0.0336, -1.4393, 4.4088], [-0.9361, -2.5871, 4.1341], [-0.3609, -3.8528, 3.6776], [0.2718, -3.9219, 2.3295], [-0.7776, -4.0126, 1.1563], [-1.5283, -5.2042, 1.2236], [-2.5162, -5.3054, 0.1933], [1.8077, 0.4717, 2.5091], [2.1309, -0.1501, 4.0308], [0.7146, 1.0355, 3.7891], [-0.6578, -0.7368, 4.9611], [0.7122, -1.7074, 5.1570], [-1.7123, -2.2710, 3.4371], [-1.4283, -2.7328, 5.0957], [1.0058, -4.7237, 2.2490], [1.0228, -3.1409, 2.2116], [-0.1545, -3.8299, 0.2808], [-1.4525, -3.1629, 1.2598], [-3.2489, -4.5330, 0.4270], [-3.0564, -6.2506, 0.2473], [-2.0923, -5.2268, -0.8078], [-3.9981, 1.5872, 3.7130], [-3.2793, 2.3557, 2.8010], [-2.1975, 1.5892, 2.3513], [-1.4774, 2.4984, 1.3308], [-2.3420, 2.6339, 0.2079], [-1.8745, 3.2600, -0.9652], [-1.4396, 4.7283, -0.7860], [-0.3591, 4.9423, 0.0674], [0.0384, 6.2729, 0.3088], [-4.7032, 0.9855, 3.1395], [-4.5678, 2.1720, 4.4352], [-3.3275, 0.9513, 4.2910], [-2.4626, 0.6781, 1.8150], [-1.5023, 1.2386, 3.1141], [-0.4847, 2.1787, 1.0138], [-1.2379, 3.4324, 1.8393], [-2.7024, 3.2398, -1.6739], [-1.1542, 2.5785, -1.4178], [-2.3137, 5.1717, -0.3091], [-1.3113, 5.2395, -1.7400], [0.9015, 6.2972, 0.9741], [-0.7252, 6.8050, 0.8762], [0.3730, 6.8308, -0.5658]], "atomic_forces_ev_per_a": [[-0.2, 0.9, -1.0], [0.4, -1.4, 0.9], [-1.4, 0.6, -0.1], [0.5, 0.4, -0.9], [0.3, -0.5, 0.6], [1.1, -0.4, 0.7], [-0.4, 0.1, 0.0], [-0.3, -0.1, 0.0], [0.1, 0.3, -0.2], [0.1, 0.0, -0.4], [0.5, 0.4, -0.1], [-0.7, 0.0, 0.2], [0.2, -0.1, 0.1], [-0.3, -0.1, 0.1], [0.5, 0.4, 0.2], [-0.8, 0.6, 0.5], [0.9, -0.7, 0.1], [0.5, 0.4, 0.8], [-0.9, 0.7, 0.4], [-0.7, -0.2, -0.9], [0.0, -0.6, -0.3], [-0.1, 0.0, 0.2], [0.1, 0.1, 0.0], [0.2, 0.0, 0.1], [-0.1, -0.1, 0.0], [-0.2, -0.6, -0.2], [0.4, -0.2, -0.7], [0.0, 0.2, -0.1], [-0.6, 0.8, 0.0], [0.6, -0.8, -1.9], [0.5, 0.1, 1.2], [2.4, 0.5, 0.5], [-0.5, 0.0, 0.1], [-3.0, -0.4, 0.0], [0.2, 0.5, 0.4], [-0.3, -0.2, -0.1], [0.0, -0.3, -0.3], [0.3, -0.1, 0.3], [-0.1, -0.2, 0.1], [0.1, -0.2, -0.1], [0.2, 0.0, 0.0], [0.1, 0.1, -0.2], [-0.1, -0.2, 0.5], [0.1, 1.2, -0.2], [0.0, 0.7, -0.9], [0.5, -2.5, 0.6], [-0.1, 0.5, -0.5], [1.2, 0.5, 1.0], [-1.2, 0.5, -0.6], [-0.3, -0.6, -0.1], [-0.5, -0.2, -0.2], [0.1, 0.0, -0.3], [-0.4, 0.1, -0.2], [0.3, 0.2, 0.0], [0.3, -0.5, 0.5], [-0.3, 0.2, 0.0], [-0.1, 0.2, 0.5], [-0.1, 0.1, -0.5], [0.2, 0.4, 0.3], [0.3, -0.6, -0.4], [-0.3, 1.0, 0.2], [0.2, -1.3, 0.9], [-0.6, 0.1, 0.3], [0.5, -0.1, -0.4], [0.3, 0.1, -0.5], [0.4, 0.2, 0.0], [-1.1, 0.0, 1.1], [1.5, 1.8, 0.8], [-1.1, -2.1, -0.4], [0.1, 1.0, -0.6], [0.0, -0.5, 0.6], [1.0, -0.3, -0.5], [-0.2, -0.3, 0.3], [-0.6, 2.2, 0.2], [-0.2, 0.0, -0.2], [-0.1, -0.1, -0.1], [-0.1, 0.0, 0.0], [-0.3, 0.1, 0.2], [-0.5, -0.3, -0.5], [-0.7, -0.1, -1.0], [1.2, 0.0, -0.3], [-0.2, 0.2, 0.7], [0.1, -0.7, -0.2], [0.4, 0.2, 0.4], [-0.2, -0.1, -0.7], [0.3, -0.6, 0.6], [-0.1, -0.4, 0.0], [0.3, -0.1, -0.6], [0.6, -0.7, 1.2], [-0.2, 0.4, -1.1], [1.5, -1.0, -0.4], [-0.3, 1.0, 0.4], [-0.1, 0.6, 0.5], [-0.4, -1.2, 0.4], [0.5, -0.2, -1.2], [0.5, 0.2, -1.4], [0.4, -0.3, 0.0], [0.2, 0.2, 0.0], [-0.3, 0.0, 0.0], [-0.1, 0.4, -0.3], [-0.5, 0.2, -0.1], [-0.3, 0.2, 0.0], [-0.3, -0.3, -0.1], [0.2, -0.1, 0.9], [-0.4, 0.6, -0.2], [-0.1, -0.4, 0.7], [-0.9, 0.1, 0.4], [0.2, -0.2, 0.3], [-0.2, 0.5, 0.3], [0.0, 0.0, -0.1], [0.1, 0.3, 0.1], [0.3, -0.2, 0.0], [-0.2, 0.5, 0.2], [-0.8, 0.1, 0.9], [0.9, -0.1, 0.2], [-0.8, -0.3, -0.1], [0.0, -0.3, 1.8], [1.0, -0.6, -2.1], [0.5, 2.2, 0.0], [-0.4, -2.3, 0.1], [-0.2, -0.1, -0.3], [-0.2, 0.3, 0.0], [0.2, 0.1, -0.1], [-0.2, -0.2, -0.5], [0.0, 0.2, -0.4], [-0.2, -0.2, -0.2], [0.4, 0.2, 0.0], [-0.2, -0.3, 0.0], [0.2, 0.2, 0.1], [-0.4, 0.1, 0.0], [0.3, -0.3, 0.1], [-0.4, 0.3, 0.4], [-0.4, 0.0, 0.4], [0.7, 0.5, -0.5], [-0.9, -1.1, -0.2], [0.1, 0.5, -0.2], [0.3, 0.1, -0.1], [0.5, 0.2, -0.6], [0.4, -0.2, -0.9], [0.3, 1.8, 1.0], [0.3, 0.1, -0.1], [0.3, 0.0, -0.8], [-1.3, -0.7, 0.5], [0.0, 0.2, -0.5], [-0.2, 0.4, 0.5], [-0.2, 0.1, -0.1], [0.3, 0.2, 0.2], [0.0, -0.2, 0.0], [-0.4, -0.3, 0.6], [0.1, -0.5, 0.3], [-0.4, 0.2, -0.1], [0.6, -0.1, 0.2], [-0.6, -0.2, 0.6], [0.2, -0.3, -0.5], [0.1, -0.4, -0.3], [-0.2, 0.0, 0.2], [0.4, 0.3, 0.4], [0.2, 1.7, 0.8], [-0.3, -1.5, -0.5], [1.4, -0.3, 0.9], [-1.1, -1.2, -1.4], [-1.2, 0.9, 0.1], [0.6, -0.6, 0.2], [0.5, -0.3, 0.1], [-2.4, 1.0, 0.3], [-1.0, -0.6, 0.2], [0.1, 0.2, -0.3], [-0.6, -0.5, -0.1], [0.2, -0.2, -0.3], [-0.1, 0.7, 0.1], [0.4, -0.3, -0.2], [0.2, 0.1, -0.2], [0.2, 1.0, -0.1], [0.6, 0.0, 0.7], [0.4, -0.1, 0.4], [0.2, 0.4, 0.2], [0.1, -0.4, -0.1], [0.1, 0.2, 0.0], [1.1, 0.0, -0.4], [0.5, -0.2, -0.5], [1.1, 0.4, -0.8], [-1.0, -1.4, 1.4], [0.0, 0.2, -1.1], [0.1, -1.2, -1.0], [0.7, 0.5, -0.5], [-1.2, 0.4, 0.5], [0.9, 0.6, 1.9], [0.7, -0.6, -0.6], [0.0, 0.4, 0.8], [-0.4, 0.2, -0.3], [-0.1, 0.4, 0.8], [0.4, 0.2, 0.5], [-0.2, 0.7, -0.2], [0.8, -0.1, -0.4], [-0.1, 0.1, -0.2], [-0.1, -0.8, -0.1], [-0.8, -1.1, 0.7], [-0.8, 1.0, -0.3], [-0.3, -0.5, -0.7], [-0.2, 0.3, -0.1], [-0.2, 0.3, -0.7], [0.4, -0.2, 0.3], [0.0, 0.3, 0.0], [-0.8, -0.4, 0.3], [0.6, -0.1, 0.6], [1.2, 0.9, -2.2], [0.1, -0.1, 0.3], [-0.5, 0.2, 0.5], [0.8, 0.0, 0.2], [-1.2, 0.0, 0.2], [1.5, -0.7, 0.2], [-0.1, 0.1, 0.5], [-0.2, -0.4, 0.2], [0.1, 0.4, -0.3], [0.0, -0.2, 0.1], [-0.7, -0.2, -0.1], [0.0, 0.4, 0.5], [0.1, -0.8, -0.1], [-0.5, 0.4, -0.1], [-0.2, 0.3, 0.2], [0.8, 0.3, -0.1], [-0.4, 0.4, 0.0], [0.2, -0.2, -0.3], [0.1, -0.6, 0.0], [-0.4, 0.3, -0.3], [-0.4, -0.1, -0.4]]}